# 1
Formula: C21H23ClLuN2PS
Source: OMol25
Level of theory: ωB97M-V with the def2-TZVPD basis set

Results
HOMO level (alpha / beta): -14.54 / -14.91 eV
Spin multiplicity: 1
Kohn-Sham gap (alpha / beta): 4.6 / 7.1 eV
Net charge: +2

Each line ends with the Mulliken charge.
Positions of all 50 atoms, in Å:
1 Lu 0.25531 0.27786 0.16025  0.73
2 Cl -0.69452 1.33003 2.31058  -0.56
3 P -1.78465 -1.69199 0.21799  0.68
4 C -1.07602 -3.35542 0.22510  0.99
5 C -1.38311 -4.23483 -0.82143  -0.68
6 C -0.89148 -5.53440 -0.76510  -0.65
7 C -0.04599 -5.91956 0.28063  -0.54
8 C 0.32453 -5.00742 1.27771  -0.69
9 C -0.15862 -3.70368 1.24223  -0.67
10 C -2.67970 -1.48621 1.77992  1.12
11 C -3.40317 -0.29088 1.98323  -0.58
12 C -4.13112 -0.13023 3.15521  -0.60
13 C -4.12284 -1.13620 4.12945  -0.41
14 C -3.35924 -2.29425 3.94779  -0.61
15 C -2.61613 -2.46224 2.78344  -0.43
16 C -3.01295 -1.57737 -1.09603  0.74
17 C -2.96014 -0.54434 -2.05270  -0.33
18 C -3.89266 -0.56819 -3.08216  -0.59
19 C -4.87089 -1.56780 -3.12152  -0.58
20 C -4.92710 -2.56607 -2.14085  -0.74
21 C -3.99790 -2.57244 -1.10312  -0.40
22 H -3.36627 0.51260 1.24239  0.37
23 H -4.71508 0.77961 3.30270  0.43
24 H -4.71093 -1.02146 5.03719  0.43
25 H -3.33692 -3.08478 4.69604  0.45
26 H -2.01498 -3.36045 2.63637  0.46
27 H -2.05085 -3.91886 -1.62741  0.48
28 H -1.18276 -6.22594 -1.55045  0.44
29 H 0.33873 -6.93674 0.30275  0.43
30 H 0.97724 -5.31438 2.09386  0.42
31 H 0.11197 -2.98124 2.02337  0.49
32 H -2.17287 0.21906 -2.00741  0.16
33 H -3.85745 0.20590 -3.84690  0.43
34 H -5.60903 -1.56861 -3.92045  0.41
35 H -5.67802 -3.34810 -2.16156  0.43
36 H -3.98721 -3.35689 -0.33552  0.51
37 H 0.94646 -1.18825 -0.81019  -0.01
38 H -0.04385 -0.24104 -1.65784  0.07
39 S 0.92048 2.37520 -1.07003  -0.30
40 C 2.46374 2.20866 -0.25969  0.04
41 N 2.83043 2.66152 0.95684  -0.03
42 C 4.25269 2.70399 1.18006  -0.39
43 C 4.80223 2.09697 -0.10466  -0.42
44 N 3.60267 1.80399 -0.83984  -0.06
45 H 2.16307 3.05823 1.58946  0.23
46 H 4.52001 2.11303 2.05889  0.29
47 H 4.61138 3.72851 1.32738  0.28
48 H 5.37133 1.18332 0.07730  0.28
49 H 5.43641 2.80258 -0.65129  0.29
50 H 3.59567 1.44414 -1.77265  0.21

=====

# 2
Formula: C23H30GeNaO3S3
Source: OMol25
Level of theory: ωB97M-V with the def2-TZVPD basis set

Results
HOMO level: -4.69 eV
Spin multiplicity: 1
Energy relative to the best compared isomer or geometry (same formula, charge and spin): 17.81 kcal per mole
Kohn-Sham gap: 7.0 eV
Net charge: -1

Each line ends with the natural charge from an NBO analysis.
Positions of all 61 atoms, in Å:
1 Na -1.54220 0.48340 0.11100  0.90
2 O -0.06540 1.91170 0.25420  -0.75
3 C -0.54590 3.25660 0.18640  0.04
4 C -2.15430 3.18870 0.31950  0.79
5 O -2.71380 4.24050 0.56870  -0.70
6 O -2.62690 2.05260 0.14150  -0.83
7 C 0.00840 3.99900 1.38050  0.07
8 C -0.48300 3.66990 2.63990  -0.19
9 C 0.03540 4.25890 3.77730  -0.22
10 C 1.05840 5.18720 3.67520  -0.21
11 C 1.55970 5.51480 2.42820  -0.22
12 C 1.04020 4.92520 1.28840  -0.24
13 C -0.28810 3.89600 -1.14300  -0.06
14 C -0.58550 5.24650 -1.33460  -0.14
15 C -0.35350 5.85210 -2.55400  -0.23
16 C 0.17070 5.12330 -3.61010  -0.23
17 C 0.42510 3.77330 -3.44390  -0.21
18 C 0.18850 3.16080 -2.22590  -0.22
19 H 0.88760 1.95330 0.09000  0.48
20 H -1.28710 2.95140 2.71270  0.22
21 H -0.36600 4.00090 4.74720  0.21
22 H 1.46450 5.64940 4.56390  0.20
23 H 2.35930 6.23750 2.34160  0.20
24 H 1.44430 5.19230 0.32220  0.22
25 H -1.01170 5.80820 -0.51750  0.23
26 H -0.57690 6.90280 -2.68250  0.20
27 H 0.37300 5.60590 -4.55580  0.20
28 H 0.81680 3.18860 -4.26560  0.21
29 H 0.36960 2.09700 -2.13310  0.22
30 S 1.69430 -3.25640 0.63190  -0.19
31 C 0.47020 -2.26780 0.12990  -0.52
32 S -1.13760 -2.40190 0.51800  -0.26
33 S 0.89410 -0.91000 -0.97880  -0.22
34 C 6.17650 -0.43730 -2.04940  -0.61
35 C 5.90780 1.02970 -2.34350  -0.39
36 C 4.87100 1.64420 -1.40650  -0.40
37 C 3.48660 1.01630 -1.53870  -0.83
38 Ge 3.02000 -0.56400 -0.36370  1.16
39 C 3.18880 -0.22740 1.61370  -0.81
40 C 4.62680 -0.39640 2.08870  -0.40
41 C 4.81150 -0.16410 3.59040  -0.39
42 C 4.62520 1.29040 4.00930  -0.61
43 H 6.95640 -0.82660 -2.70090  0.20
44 H 5.27580 -1.02450 -2.20540  0.22
45 H 6.48590 -0.56150 -1.01360  0.20
46 H 5.55110 1.13100 -3.37040  0.19
47 H 6.84400 1.59040 -2.26200  0.19
48 H 4.79140 2.70960 -1.64320  0.20
49 H 5.22420 1.56210 -0.37760  0.19
50 H 3.33140 0.72620 -2.57950  0.22
51 H 2.73810 1.78370 -1.32640  0.22
52 H 3.85390 -1.77920 -0.73800  -0.15
53 H 2.55460 -0.95540 2.12320  0.25
54 H 2.81430 0.77150 1.84980  0.21
55 H 5.28340 0.29200 1.54870  0.18
56 H 4.94620 -1.41480 1.85280  0.21
57 H 5.82290 -0.48080 3.86360  0.19
58 H 4.11210 -0.79320 4.14400  0.20
59 H 5.31950 1.93250 3.47070  0.19
60 H 4.81470 1.40030 5.07510  0.20
61 H 3.61230 1.63240 3.81400  0.21